1.
# C5H12N2O

C5H12N2O in the gas phase at a distorted geometry (ωB97M-V/def2-TZVPD, OMol25).

Each line ends with the Mulliken charge.
Cartesian coordinates (Å):
C -1.36 -0.28 -1.90  -1.107
C -0.02 0.41 -1.77  1.047
O 0.85 0.24 -2.62  -0.601
C 0.11 1.55 -0.71  -0.900
N -0.23 1.02 0.61  -0.533
N 0.26 -0.38 0.70  0.242
C -0.59 -1.15 1.61  -1.036
C 1.66 -0.44 1.11  -1.075
H -2.12 0.21 -1.27  0.304
H -1.26 -1.32 -1.61  0.223
H -1.69 -0.22 -2.94  0.400
H -0.57 2.36 -0.98  0.401
H 1.15 1.91 -0.73  0.324
H 0.18 1.61 1.34  0.269
H -1.65 -0.89 1.48  0.369
H -0.33 -0.98 2.66  0.327
H -0.50 -2.22 1.39  0.316
H 2.31 0.07 0.39  0.314
H 1.82 0.01 2.09  0.378
H 2.00 -1.49 1.15  0.339

Relative energy (zero: lowest compared OMol25 entry of this formula, charge and spin), kcal/mol: 61.4
Electronic energy, a.u.: -382.4046


2.
# C5H12N2O

C5H12N2O in the gas phase at a distorted geometry (ωB97M-V/def2-TZVPD, OMol25).

Each line ends with the Mulliken charge.
Cartesian coordinates (Å):
C 1.14 -1.68 0.98  -1.250
C 0.37 -1.37 -0.27  0.717
N 1.03 -1.44 -1.45  -0.392
N -0.90 -1.09 -0.26  -0.390
H 0.55 -1.28 -2.32  0.206
H 1.98 -1.78 -1.46  0.205
H -1.39 -1.12 -1.15  0.253
H 1.41 -2.75 0.96  0.402
H 2.07 -1.10 1.02  0.353
H 0.56 -1.44 1.86  0.319
C 0.34 2.08 -0.24  -1.233
C -1.43 0.43 0.57  -0.052
C -0.31 1.25 0.84  -0.410
O -2.52 0.88 -0.28  -0.555
H -2.31 1.79 -0.53  0.344
H -1.92 0.03 1.46  0.273
H -0.26 1.65 1.86  0.303
H 0.33 1.58 -1.22  0.257
H -0.13 3.06 -0.39  0.347
H 1.39 2.28 0.01  0.301

Relative energy (zero: lowest compared OMol25 entry of this formula, charge and spin), kcal/mol: 96.9
Electronic energy, a.u.: -382.3481


3.
# C5H12N2O

C5H12N2O in the gas phase at a distorted geometry (ωB97M-V/def2-TZVPD, OMol25).

Each line ends with the Mulliken charge.
Cartesian coordinates (Å):
C -0.72 1.04 -2.01  -1.281
C -0.81 -0.17 -1.07  -0.499
C 0.37 -0.41 -0.10  0.200
N 0.18 0.30 1.20  -0.467
C 0.58 1.70 1.13  -0.848
C 0.35 -1.88 0.28  0.069
N 0.75 -2.24 1.53  -0.394
O -0.03 -2.79 -0.45  -0.641
H -1.07 1.97 -1.58  0.299
H 0.30 1.12 -2.37  0.325
H -1.27 0.84 -2.93  0.387
H -1.80 -0.21 -0.55  0.363
H -0.84 -1.13 -1.61  0.410
H 1.36 -0.04 -0.42  0.507
H -0.82 0.40 1.38  0.226
H 0.23 2.17 2.05  0.338
H 0.19 2.23 0.24  0.230
H 1.66 1.94 1.14  0.280
H 0.90 -1.67 2.35  0.245
H 0.50 -3.18 1.80  0.250

Relative energy (zero: lowest compared OMol25 entry of this formula, charge and spin), kcal/mol: 29.1
Electronic energy, a.u.: -382.4561


4.
# C5H12N2O

C5H12N2O in the gas phase at a distorted geometry (ωB97M-V/def2-TZVPD, OMol25).

Each line ends with the Mulliken charge.
Cartesian coordinates (Å):
C 1.78 -1.34 0.56  -0.958
C 1.41 0.13 0.94  -0.776
C -0.11 0.35 0.70  0.427
C -0.62 1.42 1.66  -0.180
O -0.21 1.57 2.79  -0.487
N -0.37 0.87 -0.66  -0.411
C -1.58 0.44 -1.32  -0.641
N -1.44 -0.74 -2.20  -0.595
H 2.58 -1.75 1.18  0.329
H 2.15 -1.36 -0.47  0.246
H 0.93 -2.02 0.56  0.273
H 1.90 0.72 0.16  0.345
H 1.60 0.33 1.98  0.417
H -0.65 -0.58 0.85  0.239
H -1.37 2.10 1.25  0.340
H 0.48 0.91 -1.20  0.187
H -1.84 1.24 -2.00  0.326
H -2.33 0.24 -0.57  0.432
H -0.46 -0.94 -2.37  0.240
H -1.84 -1.59 -1.82  0.247

Relative energy (zero: lowest compared OMol25 entry of this formula, charge and spin), kcal/mol: 51.2
Electronic energy, a.u.: -382.4209


5.
# C5H12N2O

2 unconnected molecules or ions with the total composition C5H12N2O at a distorted geometry (ωB97M-V/def2-TZVPD, OMol25).

Each line ends with the Mulliken charge.
Cartesian coordinates (Å):
C -1.88 -1.74 -0.43  -0.813
N -1.53 -0.53 0.29  -0.099
N -1.33 0.54 -0.50  -0.141
C -1.21 1.76 0.28  -0.674
O 0.13 0.46 -1.23  -0.481
H -2.19 -2.49 0.30  0.332
H -2.71 -1.51 -1.10  0.310
H -1.04 -2.13 -1.02  0.279
H -0.73 -0.68 0.95  0.170
H -2.18 1.95 0.74  0.297
H -0.45 1.67 1.06  0.305
H -0.95 2.57 -0.40  0.229
H -0.08 0.16 -2.13  0.239
C 1.25 -0.79 1.54  -0.740
C 1.85 -0.25 0.63  0.609
C 2.81 0.47 -0.18  -1.089
H 1.11 -1.43 2.37  0.389
H 3.18 -0.16 -0.98  0.267
H 3.64 0.80 0.45  0.316
H 2.32 1.34 -0.63  0.295

Relative energy (zero: lowest compared OMol25 entry of this formula, charge and spin), kcal/mol: 139.4
Electronic energy, a.u.: -382.2803


6.
# C5H12N2O

3 unconnected molecules or ions with the total composition C5H12N2O at a distorted geometry (ωB97M-V/def2-TZVPD, OMol25).

Each line ends with the Mulliken charge.
Cartesian coordinates (Å):
C 0.38 0.08 1.86  -1.073
C -0.82 -0.22 0.94  0.073
N -0.39 -0.49 -0.43  0.114
C -0.05 0.74 -1.05  -0.802
C 0.51 -1.67 -0.50  -0.529
C 1.73 -1.33 -0.83  0.510
N -1.81 2.08 0.58  -0.824
O 2.34 -0.30 -1.11  -0.355
H 0.25 -0.18 2.90  0.380
H 1.23 -0.60 1.61  0.264
H 0.57 1.16 1.78  0.304
H -1.43 -1.15 1.24  0.352
H -1.42 0.78 0.91  0.296
H 0.33 0.65 -2.12  0.313
H 0.68 1.37 -0.52  0.391
H -1.03 1.36 -1.16  0.183
H 2.06 -3.36 -2.91  0.185
H 1.63 -3.40 -2.30  -0.146
H -2.34 2.25 -0.23  0.181
H -2.42 2.23 1.32  0.181

Relative energy (zero: lowest compared OMol25 entry of this formula, charge and spin), kcal/mol: 294.1
Electronic energy, a.u.: -382.0338


7.
# C5H12N2O

C5H12N2O in the gas phase at a distorted geometry (ωB97M-V/def2-TZVPD, OMol25).

Each line ends with the Mulliken charge.
Cartesian coordinates (Å):
C 1.85 2.64 1.03  -1.209
C 1.10 1.37 1.38  -0.367
C -0.32 1.32 0.71  -0.695
C -0.30 0.34 -0.43  0.465
O -0.18 0.65 -1.61  -0.639
N -0.61 -0.92 -0.06  -0.237
C -0.63 -2.05 -1.06  -0.391
N -1.10 -3.15 -0.21  -0.529
H 1.96 2.76 -0.06  0.318
H 1.46 3.53 1.51  0.330
H 2.91 2.54 1.29  0.358
H 0.98 1.30 2.48  0.296
H 1.59 0.44 1.11  0.350
H -0.70 2.34 0.47  0.358
H -1.07 1.08 1.48  0.303
H -1.01 -1.23 0.81  0.352
H -1.30 -1.69 -1.85  0.299
H 0.35 -2.20 -1.49  0.239
H -0.36 -3.78 0.06  0.199
H -1.91 -3.67 -0.52  0.199

Relative energy (zero: lowest compared OMol25 entry of this formula, charge and spin), kcal/mol: 26.7
Electronic energy, a.u.: -382.4599


8.
# C5H12N2O

C5H12N2O in the gas phase at a distorted geometry (ωB97M-V/def2-TZVPD, OMol25).

Each line ends with the Mulliken charge.
Cartesian coordinates (Å):
C 0.44 1.86 0.76  -0.654
N 0.36 0.51 1.18  -0.381
C 0.34 -0.44 0.14  1.123
C 1.65 -0.50 -0.63  -1.590
C -0.14 -1.80 0.59  -1.603
C -0.82 0.32 -1.09  0.251
N -2.12 0.26 -0.65  -0.330
O -0.56 0.20 -2.27  -0.623
H 0.18 2.55 1.56  0.342
H 1.41 2.10 0.34  0.214
H -0.29 1.70 -0.32  0.189
H -0.40 0.37 1.83  0.321
H 2.47 -0.71 0.05  0.404
H 1.85 0.43 -1.16  0.368
H 1.59 -1.29 -1.38  0.378
H -0.33 -2.43 -0.28  0.362
H 0.61 -2.29 1.22  0.416
H -1.07 -1.73 1.16  0.374
H -2.35 0.54 0.29  0.202
H -2.84 0.37 -1.35  0.239

Relative energy (zero: lowest compared OMol25 entry of this formula, charge and spin), kcal/mol: 58.6
Electronic energy, a.u.: -382.4092


9.
# C5H12N2O

A gas-phase ion, C5H12N2O (charge +1) at a distorted geometry (ωB97M-V/def2-TZVPD, OMol25).

Each line ends with the Mulliken charge.
Cartesian coordinates (Å):
O 1.66 0.81 2.90  -0.351
C 0.69 0.42 2.29  0.540
N 0.68 0.79 0.91  0.113
C -0.48 0.29 0.00  -0.381
C -0.30 0.80 -1.46  -1.199
C 0.59 -0.19 -2.16  -0.298
N -0.27 -1.21 -2.80  -0.551
C -0.43 -0.28 3.04  -0.824
H 1.55 0.87 0.42  0.343
H -1.44 0.72 0.32  0.358
H -0.56 -0.83 0.14  0.432
H -1.21 0.84 -2.01  0.437
H 0.15 1.75 -1.55  0.414
H 0.93 0.46 -3.15  0.268
H 1.60 -0.40 -1.62  0.243
H 0.17 -2.13 -2.68  0.292
H -1.16 -1.35 -2.15  0.245
H -0.10 -0.87 3.93  0.325
H -0.82 -0.96 2.31  0.301
H -1.25 0.45 3.34  0.295

Relative energy (zero: lowest compared OMol25 entry of this formula, charge and spin), kcal/mol: 61.9
Electronic energy, a.u.: -382.0686
Total charge: +1
Spin multiplicity: 2


10.
# C5H12N2O2

2 unconnected molecules or ions with the total composition C5H12N2O2 at a distorted geometry (ωB97M-V/def2-TZVPD, OMol25).

Each line ends with the Mulliken charge.
Cartesian coordinates (Å):
C 1.71 -1.38 -1.03  -1.447
C 1.02 -1.17 0.28  -0.144
C 1.01 0.00 0.96  0.572
C 1.61 1.27 0.41  -1.296
O 0.28 0.16 2.06  -0.624
H 1.22 -2.18 -1.59  0.393
H 1.70 -0.48 -1.63  0.322
H 2.75 -1.69 -0.88  0.309
H 0.66 -2.06 0.78  0.513
H 2.64 1.11 0.10  0.345
H 1.04 1.62 -0.46  0.244
H 1.57 2.04 1.19  0.378
H -0.60 -0.42 1.96  0.429
C -2.36 1.17 -0.28  -0.745
N -1.77 -0.05 -0.78  0.194
N -1.48 -1.12 -0.06  -0.080
O -1.79 -1.04 1.16  -0.513
H -2.08 1.28 0.77  0.276
H -3.45 1.14 -0.34  0.307
H -1.96 2.02 -0.83  0.305
H -1.74 -0.22 -1.78  0.263

Relative energy (zero: lowest compared OMol25 entry of this formula, charge and spin), kcal/mol: 100.8
Electronic energy, a.u.: -457.5882


Which of these has the highest relative energy (zero: lowest compared OMol25 entry of this formula, charge and spin)?
number 6


Number 8 is which compound?
C5H12N2O